(1)
{
  "formula": "C30H26BrCl3CoGeI2N3O2P",
  "method": "ωB97M-V/def2-TZVPD",
  "total_charge": 1,
  "e_above_lowest_kcal_mol": 23.7,
  "lumo_ev": [-3.014, -3.017],
  "homo_energy_ev": [-11.30, -11.30],
  "molar_mass_g_mol": 1063.15,
  "orbital_gap_ha": [0.305, 0.305],
  "elements": ["Co", "C", "C", "C", "C", "C", "C", "P", "C", "C", "C", "C", "C", "C", "C", "C", "C", "C", "C", "C", "H", "H", "H", "H", "H", "H", "H", "H", "H", "H", "H", "H", "H", "H", "O", "C", "C", "C", "N", "C", "Br", "C", "H", "H", "H", "H", "I", "C", "C", "C", "C", "N", "C", "H", "H", "H", "H", "N", "C", "O", "C", "I", "H", "H", "H", "H", "Cl", "Ge", "Cl", "Cl"],
  "xyz": [[0.982, 0.795, -0.314], [-3.823, -1.362, -4.289], [-2.481, -1.124, -4.538], [-1.639, -0.738, -3.506], [-2.144, -0.579, -2.220], [-3.491, -0.848, -1.966], [-4.327, -1.228, -3.001], [-1.119, 0.022, -0.853], [-1.653, -0.931, 0.596], [-1.863, -0.145, 1.857], [-2.239, -1.998, 3.629], [-2.011, -3.224, 2.813], [-1.805, -3.309, 1.496], [-1.658, -2.265, 0.485], [-1.465, 1.762, -0.601], [-2.642, 2.489, -0.740], [-2.555, 3.871, -0.699], [-1.310, 4.481, -0.556], [-0.141, 3.738, -0.436], [-0.207, 2.348, -0.433], [-4.479, -1.663, -5.095], [-2.084, -1.243, -5.537], [-0.594, -0.560, -3.709], [-3.886, -0.761, -0.961], [-5.372, -1.425, -2.802], [-2.342, 0.802, 1.571], [-1.327, -1.748, 4.171], [-2.002, -4.154, 3.370], [-1.672, -4.311, 1.105], [-1.488, -2.664, -0.514], [-3.588, 1.990, -0.915], [-3.444, 4.477, -0.810], [-1.246, 5.562, -0.560], [0.804, 4.255, -0.359], [6.551, 2.394, 1.818], [5.348, 2.084, 1.332], [5.134, 1.229, 0.252], [3.843, 0.993, -0.147], [2.748, 1.532, 0.428], [2.980, 2.352, 1.456], [1.550, 3.204, 2.348], [4.235, 2.652, 1.941], [7.256, 1.982, 1.304], [5.950, 0.767, -0.286], [3.669, 0.355, -1.001], [4.357, 3.330, 2.771], [1.714, -4.225, -3.391], [1.985, -3.186, -1.611], [2.521, -3.792, -0.484], [2.661, -3.033, 0.666], [2.270, -1.706, 0.652], [1.758, -1.122, -0.436], [1.617, -1.853, -1.546], [2.819, -4.832, -0.504], [3.068, -3.465, 1.569], [2.360, -1.084, 1.531], [1.188, -1.362, -2.407], [-0.431, 0.681, 3.661], [-0.512, 0.301, 2.385], [0.491, 0.317, 1.659], [-2.798, -0.795, 2.882], [-3.618, -2.477, 5.229], [0.426, 1.102, 3.984], [-1.237, 0.701, 4.262], [-3.706, -1.098, 2.358], [-3.120, -0.040, 3.603], [2.733, 3.493, -2.209], [1.552, 1.681, -2.361], [0.038, 2.173, -3.825], [2.916, 0.433, -3.565]]
}

=====

(2)
{
  "formula": "C30H26CdGeN2Te",
  "method": "ωB97M-V/def2-TZVPD",
  "spin_multiplicity": 2,
  "total_charge": -1,
  "lumo_ev": [2.721, 1.520],
  "homo_energy_ev": [-4.64, -4.45],
  "molar_mass_g_mol": 727.17,
  "s2": 0.753,
  "orbital_gap_ha": [0.271, 0.219],
  "elements": ["Cd", "C", "N", "C", "C", "C", "C", "C", "N", "C", "C", "C", "C", "C", "C", "H", "H", "H", "H", "H", "H", "H", "H", "H", "H", "H", "C", "C", "C", "C", "C", "C", "Ge", "C", "C", "C", "C", "C", "C", "C", "C", "C", "C", "C", "C", "H", "H", "H", "H", "H", "H", "H", "H", "H", "H", "H", "H", "H", "H", "H", "Te"],
  "xyz": [[-2.104, -0.107, -1.285], [-3.464, -1.575, 1.565], [-3.285, -0.378, 0.764], [-3.819, 0.724, 1.141], [-3.714, 1.920, 0.366], [-4.146, 3.215, 0.667], [-3.761, 4.009, -0.417], [-3.121, 3.152, -1.318], [-3.094, 1.893, -0.855], [-2.133, -2.088, 2.057], [-1.259, -2.721, 1.176], [0.001, -3.118, 1.598], [0.397, -2.895, 2.910], [-0.472, -2.278, 3.798], [-1.730, -1.874, 3.370], [-3.939, -2.335, 0.937], [-4.125, -1.378, 2.419], [-4.389, 0.773, 2.075], [-4.661, 3.525, 1.564], [-3.923, 5.068, -0.545], [-2.698, 3.395, -2.283], [-1.566, -2.885, 0.147], [0.679, -3.587, 0.896], [1.387, -3.192, 3.234], [-0.165, -2.096, 4.821], [-2.402, -1.374, 4.058], [2.463, 2.921, -4.367], [2.938, 1.629, -4.193], [2.371, 0.800, -3.230], [1.321, 1.241, -2.428], [0.852, 2.542, -2.622], [1.416, 3.377, -3.575], [0.465, 0.119, -1.040], [1.115, 0.944, 0.637], [2.233, 1.777, 0.677], [2.695, 2.305, 1.877], [2.042, 2.006, 3.065], [0.924, 1.182, 3.043], [0.467, 0.662, 1.840], [1.457, -1.596, -1.104], [2.645, -1.799, -0.402], [3.288, -3.031, -0.416], [2.751, -4.089, -1.137], [1.571, -3.906, -1.846], [0.935, -2.671, -1.826], [2.903, 3.568, -5.116], [3.753, 1.264, -4.808], [2.756, -0.206, -3.103], [0.030, 2.911, -2.014], [1.036, 4.384, -3.705], [2.751, 2.023, -0.244], [3.564, 2.952, 1.884], [2.398, 2.417, 4.002], [0.404, 0.943, 3.964], [-0.411, 0.024, 1.839], [3.066, -0.987, 0.182], [4.207, -3.167, 0.144], [3.246, -5.053, -1.142], [1.139, -4.726, -2.406], [-0.001, -2.549, -2.364], [-3.285, -2.004, -2.926]]
}

=====

(3)
{
  "formula": "C30H26Cl2NO16",
  "method": "ωB97M-V/def2-TZVPD",
  "total_charge": -1,
  "lumo_ev": -0.296,
  "homo_energy_ev": -2.65,
  "molar_mass_g_mol": 727.44,
  "orbital_gap_ha": 0.086,
  "elements": ["C", "C", "C", "N", "C", "Cl", "C", "C", "Cl", "H", "H", "H", "H", "H", "H", "H", "H", "H", "H", "C", "C", "C", "O", "C", "C", "C", "O", "O", "O", "H", "H", "H", "H", "C", "C", "C", "O", "C", "C", "C", "O", "O", "O", "H", "H", "H", "H", "C", "C", "C", "O", "C", "C", "C", "O", "O", "O", "H", "H", "H", "H", "C", "C", "C", "O", "C", "C", "C", "O", "O", "O", "H", "H", "H", "H"],
  "xyz": [[3.675, 3.488, 0.991], [3.576, 5.018, 0.912], [2.683, 5.600, 2.017], [1.401, 4.937, 2.093], [0.605, 5.050, 1.077], [0.561, 6.602, 0.072], [-0.262, 4.075, 0.694], [-0.309, 2.768, 1.447], [-1.402, 4.252, -0.631], [2.857, 3.048, 0.417], [3.492, 3.170, 2.021], [4.629, 3.105, 0.629], [3.226, 5.350, -0.069], [4.583, 5.442, 1.044], [3.185, 5.412, 2.974], [2.597, 6.686, 1.859], [-0.452, 3.014, 2.505], [-1.151, 2.166, 1.115], [0.648, 2.254, 1.313], [-4.322, 2.790, 2.700], [-5.503, 3.163, 3.212], [-6.594, 2.167, 3.527], [-7.627, 2.602, 4.007], [-6.361, 0.766, 3.242], [-5.182, 0.392, 2.728], [-4.082, 1.385, 2.436], [-3.043, 0.943, 1.987], [-4.871, -0.862, 2.431], [-5.820, 4.422, 3.487], [-3.532, 3.493, 2.470], [-7.155, 0.064, 3.457], [-3.956, -0.826, 2.081], [-6.728, 4.398, 3.846], [5.894, 0.192, -1.892], [6.425, -0.076, -3.090], [5.621, 0.014, -4.363], [6.208, -0.235, -5.405], [4.228, 0.378, -4.277], [3.683, 0.648, -3.077], [4.495, 0.581, -1.800], [3.934, 0.853, -0.762], [2.418, 0.986, -2.926], [7.691, -0.439, -3.273], [6.463, 0.133, -0.975], [3.659, 0.425, -5.195], [2.247, 1.139, -1.971], [7.790, -0.562, -4.238], [0.156, -1.315, -1.921], [-0.491, -2.281, -2.585], [-1.715, -2.001, -3.423], [-2.215, -2.961, -3.995], [-2.214, -0.655, -3.492], [-1.574, 0.327, -2.826], [-0.329, 0.050, -2.002], [0.200, 0.994, -1.453], [-1.971, 1.580, -2.838], [-0.132, -3.558, -2.571], [1.034, -1.506, -1.320], [-3.100, -0.470, -4.083], [-1.345, 2.086, -2.271], [-0.777, -4.007, -3.153], [0.114, -6.153, 1.001], [-0.894, -6.036, 0.123], [-2.199, -6.778, 0.298], [-3.059, -6.594, -0.544], [-2.350, -7.658, 1.438], [-1.341, -7.775, 2.312], [-0.045, -7.015, 2.151], [0.802, -7.181, 3.011], [-1.384, -8.554, 3.383], [-0.835, -5.271, -0.956], [1.050, -5.624, 0.885], [-3.280, -8.196, 1.547], [-0.522, -8.437, 3.832], [-1.704, -5.380, -1.395]]
}